--- i ---
Molecular formula: C5H8NO
Method: DFT, ωB97M-V/def2-TZVPD

```
15
Properties=species:S:1:pos:R:3:lowdin_charge:R:1
C 1.156 -0.400 0.919 -0.0676
C 0.557 -1.317 -0.167 -0.0872
C 0.630 0.345 -0.304 -0.1397
C -0.894 -1.695 -0.056 0.0331
C -1.877 0.705 0.036 -0.0313
N -0.515 1.321 -0.083 0.0725
O -1.812 -0.664 0.032 -0.0351
H 0.611 -0.259 1.863 0.1292
H 2.289 -0.406 1.068 0.1472
H 1.196 -1.970 -0.756 0.1445
H 1.531 0.684 -0.847 0.1553
H -1.536 -2.586 -0.047 0.1470
H -2.603 1.171 -0.511 0.0973
H -0.418 2.092 0.619 0.1942
H -0.428 1.909 -1.045 0.2406
```

Calculated values
Gap between HOMO and LUMO (spin up / spin down) = 7.71 / 8.95 eV
Charge = +1
Lowest unoccupied orbital energy (spin up / spin down) = -4.5 / -4.1 eV


--- ii ---
Molecular formula: C5H8NO
Method: DFT, ωB97M-V/def2-TZVPD

```
15
Properties=species:S:1:pos:R:3:lowdin_charge:R:1
C -0.586 -3.968 1.495 0.1521
C 0.814 1.981 -0.267 0.0714
C 0.293 0.673 -0.153 -0.2165
C -0.699 -2.610 1.712 -0.2892
C 0.424 2.676 -1.407 -0.0291
N 0.563 0.017 0.867 0.3063
O -0.624 -1.852 0.706 -0.0522
H -1.290 -4.560 2.014 0.0649
H 0.017 -4.509 0.741 0.1057
H 1.598 2.389 0.272 0.1315
H -0.469 0.189 -0.935 0.1906
H -0.944 -2.101 2.670 0.1363
H -0.397 2.181 -1.948 0.1116
H 0.177 3.737 -1.555 0.1462
H 1.341 2.804 -2.021 0.1703
```

Calculated values
Gap between HOMO and LUMO (spin up / spin down) = 6.03 / 5.69 eV
Charge = +1
Lowest unoccupied orbital energy (spin up / spin down) = -7.4 / -7.2 eV


Most stable pick: i. Distance to second place: 0.0656 hartree.


--- i ---
Molecular formula: C5H8NO
Method: DFT, ωB97M-V/def2-TZVPD

```
15
Properties=species:S:1:pos:R:3:lowdin_charge:R:1
C -0.581 -0.526 0.063 -0.1405
C -0.835 -1.846 0.307 0.2810
C -1.477 0.544 -0.140 0.0250
C 0.937 -0.202 0.003 -0.3305
C 1.597 1.232 0.104 -0.0136
N 1.657 -1.157 -0.405 0.1414
O -2.756 0.310 -0.219 0.1875
H -0.129 -2.547 0.140 0.0607
H -1.824 -2.087 0.755 0.1327
H -1.120 1.471 -0.271 0.1097
H 1.126 1.865 -0.785 0.1278
H 2.626 1.174 0.032 0.0372
H 1.415 1.673 1.125 0.0980
H 2.683 -1.020 -0.493 0.1010
H -3.320 1.116 -0.216 0.1827
```

Calculated values
Gap between HOMO and LUMO = 7.14 eV
Charge = +1
Lowest unoccupied orbital energy = -6.8 eV


--- ii ---
Molecular formula: C5H8NO
Method: DFT, ωB97M-V/def2-TZVPD

```
15
Properties=species:S:1:pos:R:3:lowdin_charge:R:1
C -0.378 -1.167 -0.406 0.0082
C 0.926 -0.761 -0.614 -0.0024
C -1.355 -0.601 0.467 -0.1746
C 1.424 0.337 0.166 -0.0261
C -2.098 0.604 -0.073 -0.2569
N 2.495 1.118 0.056 0.2322
O -1.691 1.688 0.035 0.1421
H -1.029 -1.876 -0.889 0.1421
H 1.526 -1.258 -1.363 0.1207
H -2.277 -1.183 0.554 0.1319
H -1.096 -0.349 1.469 0.1301
H 0.656 0.600 0.859 0.1180
H -3.056 0.319 -0.639 0.1635
H 3.297 0.866 -0.485 0.1430
H 2.655 1.662 0.864 0.1284
```

Calculated values
Gap between HOMO and LUMO = 8.24 eV
SMILES = [NH2+]=C/C=C\CC=O
Charge = +1
Lowest unoccupied orbital energy = -5.7 eV


--- iii ---
Molecular formula: C5H8NO
Method: DFT, ωB97M-V/def2-TZVPD

```
15
Properties=species:S:1:pos:R:3:lowdin_charge:R:1
C -1.526 1.125 0.081 0.0177
C -1.512 -1.088 -0.051 -0.0618
C -0.234 0.904 0.016 -0.0617
C 1.036 1.520 0.118 -0.0292
C 0.886 -1.593 -0.190 0.0267
N -0.293 -0.808 0.027 0.0384
O -2.324 -0.028 0.090 0.0980
H -2.079 2.024 -0.023 0.1494
H -1.998 -2.019 0.105 0.1809
H 1.199 2.395 -0.537 0.1267
H 1.263 1.801 1.171 0.1298
H 1.903 0.888 0.014 0.0673
H 1.845 -0.887 -0.040 0.1438
H 0.850 -2.365 0.440 0.0629
H 0.983 -1.870 -1.221 0.1110
```

Calculated values
Gap between HOMO and LUMO = 11.15 eV
SMILES = Cc1coc[n+]1C
Charge = +1
Lowest unoccupied orbital energy = -3.8 eV


Most stable pick: iii. Distance to second place: 0.0052 hartree.


--- i ---
Molecular formula: C2H3N2O2
Method: DFT, ωB97M-V/def2-TZVPD

```
9
Properties=species:S:1:pos:R:3:lowdin_charge:R:1
C 0.037 0.719 -0.542 -0.4645
C 0.729 -0.300 0.349 0.4149
N -1.324 0.649 -0.391 0.1456
N -1.643 -0.194 0.563 -0.0553
O 0.614 1.474 -1.268 0.2141
O -2.680 -0.690 0.731 0.2193
H 0.619 -1.438 0.180 0.1547
H 1.523 0.208 0.987 0.1519
H -1.994 1.323 -0.799 0.2193
```

Calculated values
Gap between HOMO and LUMO (spin up / spin down) = 8.03 / 6.82 eV
Charge = +1
Lowest unoccupied orbital energy (spin up / spin down) = -8.2 / -8.8 eV


--- ii ---
Molecular formula: C2H3N2O2
Method: DFT, ωB97M-V/def2-TZVPD

```
9
Properties=species:S:1:pos:R:3:lowdin_charge:R:1
C 0.051 0.888 0.718 -0.0171
C -0.580 -1.129 0.192 -0.1010
N 1.148 1.184 1.033 -0.0369
N -0.897 -0.036 0.738 0.1738
O -0.010 -2.052 -0.167 0.3662
O 2.198 1.646 1.095 0.2119
H -0.361 -0.496 -2.324 0.0664
H 0.341 -0.376 -2.187 0.0689
H -1.889 0.372 0.902 0.2677
```

Calculated values
Gap between HOMO and LUMO (spin up / spin down) = 8.47 / 8.47 eV
Charge = +1
Lowest unoccupied orbital energy (spin up / spin down) = -6.8 / -6.8 eV


Most stable pick: i. Distance to second place: 0.0242 hartree.


--- i ---
Molecular formula: C4H3BrOS
Method: DFT, ωB97M-V/def2-TZVPD

```
10
Properties=species:S:1:pos:R:3:lowdin_charge:R:1
C -0.975 -0.281 0.543 -0.0627
C -0.358 0.844 0.200 -0.2051
C -0.294 -1.552 0.274 -0.6437
C 0.730 0.679 -0.762 -0.9096
O -0.561 -2.679 0.583 0.0570
S 1.082 -1.091 -0.868 0.9248
Br 2.277 1.649 0.080 0.6077
H -1.824 -0.425 1.160 0.1138
H -0.733 1.765 0.484 0.0942
H 0.657 1.090 -1.695 0.0235
```

Calculated values
Gap between HOMO and LUMO = 9.18 eV
SMILES = O=C1C=C[C@@H](Br)S1
Charge = 0
Lowest unoccupied orbital energy = -0.5 eV


--- ii ---
Molecular formula: C4H3BrOS
Method: DFT, ωB97M-V/def2-TZVPD

```
10
Properties=species:S:1:pos:R:3:lowdin_charge:R:1
C 0.219 0.977 0.018 -0.1726
C -0.980 0.381 0.036 -0.6532
C -1.008 -1.119 0.031 -0.8384
C 1.328 -0.053 -0.073 -0.4368
O -1.961 -1.806 -0.117 0.0165
S 0.586 -1.745 0.184 0.9916
Br -2.687 1.277 0.087 0.7326
H 0.577 2.011 0.076 0.1218
H 1.902 -0.242 -1.080 0.1083
H 2.025 0.319 0.838 0.1302
```

Calculated values
Gap between HOMO and LUMO = 10.00 eV
SMILES = O=C1SCC=C1Br
Charge = 0
Lowest unoccupied orbital energy = 0.1 eV


Most stable pick: i. Distance to second place: 0.0117 hartree.


--- i ---
Molecular formula: C6H11NO3
Method: DFT, ωB97M-V/def2-TZVPD

```
21
Properties=species:S:1:pos:R:3:lowdin_charge:R:1
C -0.254 0.184 0.221 -0.3817
C 0.340 -0.837 1.300 -0.0549
C 1.845 -1.099 0.780 -0.1322
C 1.650 -0.731 -0.602 -0.2376
C 0.816 0.421 -0.895 -0.3102
C -1.662 -0.338 -0.172 -0.4737
H -1.041 1.599 1.774 0.1888
H -1.005 2.250 0.003 0.1832
H -0.198 -1.723 1.412 0.0828
H 0.244 -0.198 2.285 0.1463
H 2.069 -2.106 1.000 0.1011
H 2.470 -0.376 1.273 0.1170
H 2.608 -0.612 -1.077 0.1276
H 1.172 -1.577 -1.211 0.1467
H 0.346 0.334 -1.857 0.1484
H 1.163 2.125 0.256 0.1394
H -0.483 -1.760 -0.672 0.1758
N -0.381 1.607 0.754 -0.0296
O 1.515 1.687 -0.679 -0.1072
O -1.412 -1.319 -0.958 0.1168
O -2.738 0.281 0.105 0.0534
```

Calculated values
Gap between HOMO and LUMO = 10.26 eV
SMILES = N[C@]1(C(=O)O)CCC[C@@H]1O
Charge = 0
Lowest unoccupied orbital energy = 0.4 eV


--- ii ---
Molecular formula: C6H11NO3
Method: DFT, ωB97M-V/def2-TZVPD

```
21
Properties=species:S:1:pos:R:3:lowdin_charge:R:1
C 1.000 1.953 -2.050 -0.4107
C -1.148 0.413 0.021 -0.1183
C 1.069 -0.228 1.257 -0.0268
N -2.136 -0.139 0.919 0.1096
C -1.341 -1.100 1.440 -0.4750
C -0.176 -0.690 0.518 -0.4300
C 0.158 -1.744 -0.528 -0.0227
O 1.198 2.545 -0.889 0.0813
O 1.247 0.814 -2.302 0.0725
O -1.517 -1.927 2.289 0.0935
H 1.590 1.926 -0.243 0.1037
H 0.764 -1.309 -1.319 0.0647
H -3.084 0.142 1.112 0.1472
H 0.565 2.669 -2.761 0.1461
H -1.419 0.346 -1.035 0.1188
H -0.873 1.443 0.269 0.1088
H 1.440 -1.046 1.867 0.0923
H 1.853 0.032 0.555 0.0695
H 0.860 0.611 1.914 0.0921
H -0.753 -2.148 -0.968 0.0935
H 0.703 -2.563 -0.065 0.0898
```

Calculated values
Gap between HOMO and LUMO = 10.24 eV
SMILES = CC1(C)CNC1=O.O=CO
Charge = 0
Lowest unoccupied orbital energy = 0.6 eV


Most stable pick: ii. Distance to second place: 0.1157 hartree.


--- i ---
Molecular formula: C2H5NS2
Method: DFT, ωB97M-V/def2-TZVPD

```
10
Properties=species:S:1:pos:R:3:lowdin_charge:R:1
C 0.577 1.326 1.510 -0.4122
C -0.215 -0.479 -0.321 -0.7078
H 0.885 1.572 0.453 0.0320
H 1.456 0.846 2.077 0.0641
H 0.144 2.228 1.977 0.0358
H 0.822 -0.063 -0.471 0.0732
H -1.616 -2.469 -2.832 -0.1520
N -0.913 -1.100 -1.137 -0.4902
S -0.705 0.070 1.233 0.8397
S -0.436 -1.930 -2.490 0.7174
```

Calculated values
Gap between HOMO and LUMO = 9.08 eV
SMILES = CS/C=N/S
Charge = 0
Lowest unoccupied orbital energy = 0.8 eV


--- ii ---
Molecular formula: C2H5NS2
Method: DFT, ωB97M-V/def2-TZVPD

```
10
Properties=species:S:1:pos:R:3:lowdin_charge:R:1
C 0.853 -0.643 -1.041 -0.2003
C -0.726 -0.187 0.544 -0.7006
H 1.089 -1.559 -0.512 0.0656
H -0.001 -0.746 -1.779 0.0811
H 1.599 -0.014 -1.393 0.0304
H 1.496 1.210 1.428 -0.0557
H -1.252 0.407 1.213 0.0259
N 0.299 0.352 -0.144 -0.6694
S 1.048 1.845 0.225 0.7993
S -1.409 -1.644 0.090 0.6237
```

Calculated values
Gap between HOMO and LUMO = 8.46 eV
SMILES = CN(S)C=S
Charge = 0
Lowest unoccupied orbital energy = 0.1 eV


Most stable pick: i. Distance to second place: 0.0153 hartree.